[1]
Density functional theory data (ωB97M-V/def2-TZVPD) for C6H9CrLiO5 as an isolated structure in a non-equilibrium geometry.

```
22
C6H9CrLiO5 ωB97M-V/def2-TZVPD
O 0.23844 -1.25646 2.00527
C -0.96305 -0.66537 2.27094
C -1.91965 -1.47910 1.35271
O -1.50635 -1.27821 0.04117
Cr 0.46125 -1.05521 0.03085
H -1.71894 0.13679 2.46000
H -1.95715 -2.55605 1.61754
O -0.17924 1.68024 -1.89093
C -0.19589 2.24764 -0.63688
C 0.48920 1.70558 0.42079
O 1.56247 0.79503 0.12292
C 2.05000 0.99774 -1.20667
C 0.87199 0.71296 -2.13926
O 0.38720 -0.53041 -1.87933
Li -1.53713 -0.60325 -1.64685
H -0.38437 3.32242 -0.65932
H 0.65059 2.23045 1.36106
H 2.84430 0.26012 -1.36867
H 2.43873 2.01961 -1.30962
H 1.15522 0.85874 -3.19475
H -0.35828 0.50460 2.64938
H -2.94663 -1.10907 1.55167
```

Values from the calculation:
**Net charge**: +1
**Lowest unoccupied orbital energy (spin up / spin down)**: -5.10 / -4.81 eV
**Spin multiplicity**: 4
**HOMO energy (spin up / spin down)**: -11.1 / -10.5 eV
**Kohn-Sham gap (spin up / spin down)**: 0.2200 / 0.2101 Eh
**F_max**: 0.0699 Eh/bohr

---

[2]
Density functional theory data (ωB97M-V/def2-TZVPD) for C20H46CeO4P4 as an isolated structure in a non-equilibrium geometry.

```
75
C20H46CeO4P4 ωB97M-V/def2-TZVPD
Ce -1.04779 0.45026 -1.03472
P 1.50904 1.20355 0.83319
P -0.78441 3.26589 -1.83468
P 1.68004 -0.35053 -2.02014
H -2.11585 -4.24148 -1.31695
C -1.08872 -4.54939 -1.09316
C -0.52842 -4.40098 0.11553
H -1.04291 -3.90301 0.94981
C 1.12815 1.67999 2.56994
C 2.45526 2.69936 0.30108
C 2.86131 0.01750 1.24846
C -2.28849 2.58377 -2.65687
C -1.50041 4.80705 -1.08426
C -0.07361 4.20437 -3.25911
C 2.39815 -1.98388 -1.63182
C 3.09864 0.66215 -2.55047
C 1.02195 -0.77289 -3.65919
H -0.53662 -4.97471 -1.95267
H 0.46232 -4.78840 0.36554
H 1.03530 0.75990 3.17508
H 0.18077 2.23334 2.60017
H 1.95135 2.29573 2.96430
H 1.71046 3.48023 0.08323
H 3.02935 2.47356 -0.60825
H 3.12925 3.04428 1.10115
H 2.39412 -0.77264 1.84957
H 3.64475 0.51313 1.83456
H 3.28867 -0.41270 0.33866
H -2.33452 2.92156 -3.70042
H -3.16505 2.97194 -2.12818
H -2.38739 1.47424 -2.73240
H -1.64857 5.56425 -1.87961
H -0.80748 5.22130 -0.33384
H -2.47954 4.59961 -0.62765
H -0.75564 5.03789 -3.51217
H 0.01256 3.51778 -4.11631
H 0.90742 4.62130 -2.95577
H 2.84986 -2.42706 -2.52701
H 1.61205 -2.65809 -1.27386
H 3.16530 -1.90306 -0.86182
H 3.53627 0.27926 -3.47843
H 3.88338 0.70084 -1.79223
H 2.75627 1.68190 -2.75043
H 1.83721 -1.21342 -4.24137
H 0.67186 0.13509 -4.15773
H 0.18934 -1.48139 -3.60619
C -2.19892 -1.75282 -4.66396
C -3.35199 -1.35310 -5.38077
C -3.67704 -1.97201 -6.59637
C -2.85545 -2.98279 -7.13459
C -1.68117 -3.32766 -6.45492
C -1.37458 -2.73604 -5.21270
O -1.88466 -1.24121 -3.37294
H -2.64912 -0.68956 -3.08544
H -3.98728 -0.52812 -5.06386
H -4.56808 -1.68556 -7.18256
H -3.13053 -3.49926 -8.05916
H -1.00348 -4.07266 -6.89960
H -0.44232 -3.03061 -4.73928
C 0.39396 -3.19669 4.66144
O 0.50915 -2.10182 3.70835
P -0.69036 -1.18848 3.09725
O -1.74701 -1.02204 4.30600
C -1.43576 -0.80062 5.71430
O -1.92404 1.32863 0.66297
C -2.49170 1.88956 1.87112
H 1.23254 -3.85613 4.39344
H -0.57417 -3.73091 4.56766
H 0.53984 -2.80708 5.68639
H -1.68737 -1.74072 6.22418
H -0.38351 -0.50923 5.85475
H -2.07444 0.02141 6.05712
H -3.51572 2.22633 1.66485
H -2.52523 1.11062 2.65872
H -1.89985 2.75425 2.21850
```

Values from the calculation:
**Net charge**: +3
**Lowest unoccupied orbital energy**: -10.86 eV
**Spin multiplicity**: 2
**HOMO energy**: -15.5 eV
**Kohn-Sham gap**: 0.1720 Eh
**F_max**: 0.0868 Eh/bohr
**Energy above the lowest of the compared OMol25 structures with the same formula, charge and spin**: 0.0 kcal/mol

---

[3]
Density functional theory data (ωB97M-V/def2-TZVPD) for a 12-piece molecular cluster, C28H45Cl33N4O2PS overall in a non-equilibrium geometry.

```
114
C28H45Cl33N4O2PS ωB97M-V/def2-TZVPD
N -3.78139 -3.34687 -1.54038
C -2.85939 -2.94192 -0.55788
N -2.54793 -1.56229 -0.36436
P -1.55258 -0.87417 -1.61823
O -2.31734 0.48190 -2.09391
O -1.37185 -1.86849 -2.88102
S 0.18845 -0.37511 -0.98710
N -2.33262 -3.83562 0.18895
C -1.38001 -3.64386 1.30770
C -1.95456 -2.77519 2.48234
C -1.28250 -1.36003 2.56124
C -0.36242 -1.20006 3.79343
C 0.41176 0.15068 3.77730
C 1.06773 0.42163 2.40848
C 2.16564 1.50868 2.43248
C 3.02882 1.40062 1.13688
C 3.07822 2.68918 0.27939
C 1.70503 3.40453 0.15212
C 1.42700 3.97727 -1.26443
C -0.05448 3.98034 -1.68652
N -0.95697 4.73813 -0.82895
C -1.23525 4.64340 0.49734
C -2.19034 5.54871 0.88824
C -2.53991 6.24932 -0.33256
C -1.76443 5.72567 -1.33334
H -3.50729 -3.02415 -2.46600
H -4.69253 -2.91287 -1.37413
H -3.44270 -1.07247 -0.28888
H -2.47461 1.00614 -1.28938
H -2.03927 -1.65041 -3.56288
H -2.61511 -4.79298 -0.01974
H -0.40917 -3.28242 0.94356
H -1.19886 -4.64628 1.72256
H -1.90540 -3.31976 3.43113
H -3.02284 -2.63362 2.24219
H -2.10294 -0.62027 2.54996
H -0.74862 -1.22779 1.60831
H -1.02061 -1.19897 4.68048
H 0.35524 -2.04423 3.80620
H -0.35894 0.92870 3.93293
H 1.11045 0.16925 4.62584
H 0.28888 0.77727 1.71350
H 1.52106 -0.51577 2.03381
H 1.69274 2.49185 2.57653
H 2.85960 1.37584 3.27752
H 2.71129 0.56707 0.48792
H 4.06505 1.16897 1.44171
H 3.36867 2.38219 -0.74411
H 3.84421 3.40758 0.60526
H 1.74424 4.28007 0.82859
H 0.86007 2.80043 0.52005
H 1.93818 3.29062 -1.96824
H 1.92394 4.94745 -1.41199
H -0.39252 2.94425 -1.87165
H -0.09517 4.47389 -2.67187
H -0.75759 3.93455 1.17077
H -2.59110 5.66130 1.89094
H -3.27281 7.04703 -0.40928
H -1.79669 6.03537 -2.37466
C 3.83863 1.52612 6.40537
Cl 3.40791 3.13828 5.83705
Cl 2.38909 0.60752 6.83129
Cl 4.78336 0.66568 5.18417
H 4.44815 1.62672 7.29484
C -5.63286 -5.35790 -4.70092
Cl -4.86465 -3.76358 -4.66579
Cl -4.87444 -6.42356 -3.51313
Cl -7.36063 -5.22222 -4.39931
H -5.48960 -5.78001 -5.68867
C 0.36674 5.87233 7.26219
Cl 0.56274 5.41543 5.56640
Cl -1.30724 5.64903 7.77518
Cl 1.46120 4.94412 8.29025
H 0.61557 6.92161 7.36147
C 0.48784 -5.51402 4.28684
Cl -0.04311 -4.13034 5.24836
Cl 1.47015 -4.96920 2.91739
Cl 1.38018 -6.66794 5.26452
H -0.39185 -6.01317 3.89754
C 1.49249 -9.28222 1.83339
Cl -0.02178 -8.53805 2.38288
Cl 2.88124 -8.57124 2.65801
Cl 1.44369 -11.02485 2.07703
H 1.59390 -9.09115 0.77194
C 4.44727 6.51597 -2.92046
Cl 2.86646 7.13464 -2.42173
Cl 5.73435 7.30982 -2.00961
Cl 4.52966 4.76385 -2.71161
H 4.59435 6.73910 -3.98202
C -1.53061 -7.68788 -4.55005
Cl 0.05949 -8.41268 -4.30178
Cl -1.43281 -5.92978 -4.40501
Cl -2.19511 -8.14924 -6.11517
H -2.19518 -8.05488 -3.77705
C 4.03424 8.26243 1.63973
Cl 3.94319 6.49645 1.66576
Cl 2.51248 8.95287 1.07519
Cl 4.45212 8.88807 3.23584
H 4.81527 8.55023 0.94637
C 4.04602 8.90892 -6.93209
Cl 3.80751 8.13304 -5.35773
Cl 5.64122 9.65281 -7.02117
Cl 3.82541 7.74335 -8.23739
H 3.30046 9.68701 -7.04061
C 0.53221 -11.72416 -2.72800
Cl -1.02538 -11.73740 -1.89309
Cl 1.83915 -11.33476 -1.60390
Cl 0.82976 -13.26848 -3.52195
H 0.49800 -10.95197 -3.48550
C -6.60471 -0.79393 -6.43445
Cl -8.14300 -0.83596 -5.57688
Cl -5.27461 -0.46572 -5.30682
Cl -6.33312 -2.30510 -7.30374
H -6.63835 0.01168 -7.15750
```

Values from the calculation:
**Net charge**: +1
**Lowest unoccupied orbital energy**: -4.06 eV
**Spin multiplicity**: 1
**HOMO energy**: -9.7 eV
**Kohn-Sham gap**: 0.2072 Eh
**F_max**: 0.0770 Eh/bohr

---

[4]
Density functional theory data (ωB97M-V/def2-TZVPD) for a 2-piece molecular cluster, C2H10N overall in a non-equilibrium geometry.

```
13
C2H10N ωB97M-V/def2-TZVPD
N 1.15946 0.53050 -1.49913
H 2.14011 0.63437 -1.75722
H 0.97901 -0.45814 -1.63904
H 1.06027 0.92979 -0.56330
H 0.64923 1.03373 -2.21310
C -1.24396 0.19969 0.64140
C -0.28989 -0.84381 1.27484
H -0.68191 1.11809 0.45608
H -2.02431 0.46993 1.33971
H -1.64840 -0.19663 -0.28552
H -0.40939 -0.91861 2.34446
H -0.45667 -1.83496 0.85131
H 0.76644 -0.66395 1.04951
```

Values from the calculation:
**Net charge**: +1
**Lowest unoccupied orbital energy**: -4.43 eV
**Spin multiplicity**: 1
**HOMO energy**: -16.0 eV
**Kohn-Sham gap**: 0.4261 Eh
**F_max**: 0.0315 Eh/bohr
**Energy above the lowest of the compared OMol25 structures with the same formula, charge and spin**: 7.9 kcal/mol